[1]
Computed, not measured: C5H8ClNS in the gas phase, with ωB97M-V with the def2-TZVPD basis set.

CARTESIAN COORDINATES (ANGSTROEM)
H  -0.425459  1.159355  1.448570
C  1.240545  0.136090  0.764715
H  -1.384249  -0.943645  1.876504
H  -1.406854  2.357614  -0.423066
H  0.961254  -1.676307  -1.217942
C  -0.021496  0.901671  0.466470
C  -1.035955  1.327492  -0.553336
H  1.423438  0.135913  1.823402
H  -0.608549  -1.324185  -1.558291
C  -1.288203  -1.076650  0.808373
H  -0.711010  1.187645  -1.595729
N  0.242630  -0.975883  -1.123858
C  0.045014  -0.616957  0.250999
Cl  2.769460  0.126830  -0.106455
S  -2.417850  0.115937  -0.104719
H  -1.581636  -2.106200  0.575487

Force components x, y, z for each atom (eV/Å):
0.0 -0.2 -0.1
-0.1 -0.1 -0.3
0.0 0.2 0.2
0.1 -0.5 0.0
0.2 0.0 0.0
-0.1 0.4 0.1
0.2 0.5 -0.5
0.1 0.0 0.2
0.1 0.2 0.2
0.1 -0.2 0.0
-0.2 -0.1 0.5
-0.2 -0.1 -0.2
-0.2 -0.3 0.1
-0.1 0.0 0.0
0.0 0.0 0.0
0.1 0.2 -0.2

Its largest force on an atom is 0.73 eV/A. Its SMILES is N[C@]12CSC[C@@H]1[C@@H]2Cl. The value obtained for the total energy is -30160.05930 eV. The HOMO energy is -0.3167 Ha. For the frontier orbital gap, the calculation gives 9.38 eV.

These are the Löwdin partial charges, in e, on atoms 1 to 4: 0.13 -0.56 0.07 0.08

---

[2]
Computed, not measured: a 9-piece molecular cluster, C32H57F15O22S4 overall in a non-equilibrium geometry, with ωB97M-V with the def2-TZVPD basis set.

CARTESIAN COORDINATES (ANGSTROEM)
O  7.170070  4.667081  -0.332128
O  2.515633  -1.468303  -2.201098
H  -0.101500  1.739019  -0.653683
F  0.172896  3.882661  -3.939658
H  -0.042619  0.746176  -1.943214
H  -2.980571  0.050477  -4.587348
O  1.050783  -5.581873  1.791218
H  4.891018  4.005288  3.992440
F  0.904175  3.142111  1.852924
C  4.610131  -2.945058  -1.649184
H  3.910935  3.370497  -1.107657
H  -5.735359  -3.591456  3.792233
H  5.141481  1.047590  0.395565
H  5.132217  -3.755980  -2.150862
H  -4.739940  -3.837115  5.307084
F  -4.467465  -4.354190  -1.043801
H  0.349364  -1.351878  -0.228680
H  -0.230537  -6.745982  0.805177
H  -2.321141  -1.276615  -5.541522
H  -3.261411  -3.502571  3.356491
H  -0.027891  -0.427232  -4.872891
C  -5.041339  -4.239929  4.331391
H  1.218401  -7.566612  3.386681
H  -4.996654  -2.338563  -2.309949
O  0.724908  -4.793928  -0.497669
H  -3.081605  -5.097096  4.114408
H  -3.153928  -0.252486  1.019044
C  0.876908  -3.884371  -4.071476
H  -4.858248  -0.334682  0.331022
H  2.624107  -5.165325  -3.744624
H  1.470289  0.735237  -0.976163
F  -3.362172  -5.934087  -0.155564
O  -4.958000  -3.241013  1.388412
H  3.577019  1.830618  0.746465
F  -0.383338  0.209359  4.516274
O  3.224598  -3.198260  -3.888015
C  4.747792  2.917298  -0.569521
C  -4.522925  -4.346261  1.324073
H  1.363276  -7.417659  0.985643
O  -2.876861  -3.531156  -3.667813
H  6.108679  7.112393  -0.046117
C  -4.681131  0.184212  2.497464
C  -0.110190  -0.551525  2.303431
C  -4.398048  -1.617778  -2.895230
F  0.482033  5.075495  2.712443
H  -2.465123  6.933546  0.166493
H  -1.393606  -3.356293  0.662012
H  2.167950  -4.112718  -2.347602
H  5.366894  -2.270058  -1.256196
S  3.633393  -2.086911  -2.857155
H  -3.208760  8.321750  -0.778818
H  -1.777960  7.876467  -2.624038
C  0.570180  -6.864066  1.508321
C  -4.453790  -5.197640  0.000751
H  -3.980441  0.725760  3.189372
C  0.248985  -7.550551  2.865308
C  0.334385  0.777333  -0.916197
H  -5.632157  0.691023  2.510935
H  6.081597  1.666929  4.551205
C  0.568878  -0.279526  3.644798
H  0.776709  -2.739150  -4.076319
C  -0.899549  0.233796  -4.961902
H  4.482010  6.889771  0.694268
H  4.670990  1.034127  3.773696
O  -1.807334  -1.308229  -3.507317
C  5.246212  6.456668  0.074349
O  -1.161691  -1.205596  2.328972
F  -5.589240  -5.909501  -0.101966
F  -2.169734  3.704147  -0.259221
O  -1.403902  5.960273  -3.866011
H  4.986427  6.197214  -0.937832
O  6.396815  5.130360  2.036155
C  -0.647760  5.802694  -2.902697
H  0.809353  -4.188709  -5.071563
C  2.184935  -4.211611  -3.415007
C  -3.322011  3.276571  -0.794351
O  -4.022457  1.603223  0.771963
H  -4.895037  -1.602732  -3.909185
S  0.689578  -4.332653  0.878405
S  -2.809388  -2.366521  -2.876385
H  -3.372525  6.634377  -1.339802
C  1.432164  4.285823  2.314808
H  5.639921  2.922349  -1.226727
O  0.419131  0.011666  1.279440
O  -0.605319  6.504509  -1.751391
C  -2.088256  -0.586939  -4.699116
F  1.524366  0.618689  3.489344
O  -3.338533  0.938648  -1.223864
C  -3.738914  -4.419232  3.588197
O  1.641171  -3.343497  1.133549
O  2.632045  5.006658  4.264417
C  4.323539  3.096723  4.127658
H  3.801168  1.000696  -0.774284
F  -3.281242  3.390510  -2.087861
C  5.313433  1.948857  3.816895
C  0.474180  4.739090  -2.983519
F  0.702214  4.072861  -1.820910
H  -0.615752  1.038037  -4.196600
H  -4.808401  -0.854187  2.838215
H  4.001688  -3.398490  -0.869893
C  -1.502166  7.607797  -1.607029
C  -0.915576  -3.982919  1.425011
H  -0.202873  -8.520054  2.647193
C  2.445854  4.184535  3.407529
H  -4.417326  -0.667860  -2.408566
O  3.243146  3.131484  3.211920
C  -0.114118  -0.362376  -0.042931
C  -3.549349  1.823354  -0.430369
H  0.121879  -4.397578  -3.428437
F  2.122283  4.854361  1.294994
O  4.400986  -1.132799  -3.610452
F  0.989361  -1.349309  4.290806
C  -2.731793  7.355278  -0.821854
H  -0.932863  -3.390773  2.333514
H  -5.562306  -5.220164  4.558559
H  -1.192852  -0.404640  0.119675
H  -0.969658  8.447630  -1.140534
H  -1.457782  -4.912404  1.495329
F  -4.343369  4.016726  -0.323020
O  4.992032  3.797838  0.582796
O  -3.906517  -5.083864  2.331291
H  3.956131  2.981739  5.158185
O  -2.264788  -2.438881  -1.553437
C  -4.167927  0.192151  1.064932
F  1.596279  5.421387  -3.388680
H  -0.507553  -6.943310  3.455549
S  6.143419  4.918311  0.629061
H  5.663681  2.140064  2.832673
H  -0.847526  0.661319  -5.982863
C  4.346059  1.600084  -0.052659

Force components x, y, z for each atom (eV/Å):
0.0 -0.3 0.2
-0.6 -1.0 0.4
0.5 0.1 0.9
0.1 -0.4 0.2
0.1 -0.9 0.0
0.1 -0.2 0.3
0.9 1.8 0.9
-0.1 0.5 0.4
0.2 0.3 0.3
0.4 -0.6 -0.3
0.1 0.0 -0.1
0.2 0.0 0.3
0.6 -0.4 0.2
0.1 0.0 -0.2
-0.5 0.3 -0.2
-0.1 0.1 0.2
-0.5 0.6 -0.4
-0.8 -0.4 -0.2
0.4 0.2 0.5
0.5 1.1 0.2
0.0 0.0 -0.3
-0.3 -1.0 0.7
-0.6 -0.4 0.2
0.2 0.3 -0.1
-1.1 -0.1 0.8
0.3 0.1 0.3
-0.7 0.0 -0.2
-0.3 1.7 2.1
0.9 0.9 0.9
-0.3 0.3 0.3
-1.5 0.6 0.1
-0.4 -0.4 0.6
0.0 -0.3 0.0
0.8 -0.5 -0.6
0.5 0.5 -0.9
-0.6 -0.6 0.6
0.6 1.4 -1.0
1.8 -1.6 1.1
-0.2 0.1 0.1
-0.2 -1.0 -0.9
-0.1 0.3 0.2
0.7 -0.2 0.2
-2.9 -1.6 0.4
-1.4 -1.0 -0.7
-1.3 0.8 -0.1
-0.4 0.5 -0.3
0.1 -0.1 -0.1
-0.3 -0.3 0.5
-0.3 0.2 0.1
0.0 2.1 -0.6
-0.5 0.1 0.4
0.0 0.4 0.0
0.0 -1.2 0.4
-0.7 1.4 -0.7
-0.6 -0.6 -0.7
-0.6 1.4 -0.7
1.1 -0.3 -1.3
-0.4 0.1 0.2
-0.2 1.0 -0.2
-1.3 0.9 1.1
-0.3 -1.7 0.4
2.7 1.3 0.1
-0.2 -0.4 0.3
0.5 0.4 -0.2
-0.5 0.0 0.2
2.2 -1.5 -0.6
1.8 0.9 -0.1
0.6 -0.5 0.3
-0.1 0.3 -0.1
1.8 -0.2 2.7
-0.7 0.1 -0.3
0.3 -0.7 -1.0
-1.9 0.9 -1.2
0.0 -0.7 -1.4
1.5 0.7 -1.2
-0.5 -0.1 1.3
0.0 0.5 -0.3
1.0 0.1 0.9
0.4 -2.7 -2.6
1.3 1.3 0.8
-0.1 0.2 0.1
0.5 -0.2 -1.0
-0.4 0.0 0.4
0.9 0.1 0.2
0.4 -1.3 -0.6
-1.6 -0.1 -0.8
0.4 0.0 0.5
0.3 0.5 -0.3
-0.9 -0.9 -0.1
1.1 2.1 1.6
-0.9 -0.1 -0.5
2.2 -0.7 1.3
0.3 -0.1 -0.4
0.3 0.5 -1.1
-2.6 -1.2 0.2
0.4 0.7 0.1
0.0 0.7 -1.2
-1.1 -0.9 -1.0
0.0 0.4 -0.1
-0.2 0.4 0.0
0.2 1.1 -1.1
-0.8 0.9 -0.6
0.4 -0.1 0.3
2.1 -0.8 1.4
0.2 0.6 0.2
-0.7 -0.3 -0.3
-0.2 0.3 0.6
-0.2 -1.7 -0.4
0.1 0.7 -0.7
-0.5 0.1 -0.3
0.7 -1.0 0.2
0.9 -0.7 -0.6
0.1 -1.4 0.4
0.3 -0.3 0.2
0.7 1.0 -0.5
0.1 -0.3 -0.6
0.4 -0.5 -0.3
-0.1 -0.3 0.1
0.4 0.2 0.0
0.9 0.2 0.0
-1.4 0.8 -2.3
-0.1 0.4 -0.4
-0.7 -0.2 0.3
0.1 -0.9 0.7
-0.6 -0.8 0.8
1.0 -0.6 -0.7
-2.4 1.7 1.1
0.9 -0.1 -0.7
-0.3 -0.1 0.6
-2.0 0.1 1.5

Its largest force on an atom is 3.76 eV/A. Its SMILES is CCOC(=O)C(F)(F)F.CCOC(=O)C(F)(F)F.CCOC(=O)C(F)(F)F.CCOC(=O)C(F)(F)F.CCOC(=O)C(F)(F)F.CCOS(C)(=O)=O.CCOS(C)(=O)=O.CCOS(C)(=O)=O.CCOS(C)(=O)=O. The value obtained for the total energy is -163254.97286 eV. The HOMO energy is -0.3870 Ha. For the frontier orbital gap, the calculation gives 10.91 eV.

These are the Löwdin partial charges, in e, on atoms 1 to 4: -0.28 -0.29 0.06 0.18

---

[3]
Computed, not measured: C4H9N2 as an isolated structure in a non-equilibrium geometry, with ωB97M-V with the def2-TZVPD basis set.

CARTESIAN COORDINATES (ANGSTROEM)
N  0.045659  0.475703  -1.147743
H  1.232514  -1.345893  0.662932
N  -0.181557  0.109196  0.122672
H  0.242964  2.178790  0.621418
H  1.300079  0.127207  -3.183904
H  0.187161  1.054982  2.061555
H  -0.302088  -1.974622  0.009567
C  -1.435502  0.750582  0.571744
H  -0.234735  -1.317306  1.656853
H  -2.075110  0.161386  1.214193
C  1.323785  -0.364503  -2.241542
H  1.842400  -1.210419  -1.840639
C  -0.144579  1.263903  1.054193
C  0.150867  -1.212304  0.645065
H  -1.951856  1.303299  -0.206363

Force components x, y, z for each atom (eV/Å):
4.2 -1.3 -6.0
-0.1 0.2 0.0
0.2 -1.1 1.0
0.0 -0.2 -0.1
-0.1 0.3 -0.4
0.1 -0.3 -0.1
0.0 0.2 0.0
-0.9 0.6 0.5
0.0 0.1 0.0
0.2 -0.2 0.0
-4.0 2.2 4.5
0.1 -0.2 0.0
-0.2 0.9 0.5
0.3 -0.9 0.1
0.2 -0.2 0.0

Its largest force on an atom is 7.46 eV/A. The value obtained for the total energy is -7260.37442 eV. The charge is +1. The HOMO energy (alpha / beta) is -0.5503 / -0.5268 Ha. For the frontier orbital gap (alpha / beta), the calculation gives 10.35 / 9.10 eV.

These are the Löwdin partial charges, in e, on atoms 1 to 4: 0.15 0.11 -0.38 0.14

---

- Number 1 is which compound?
  C5H8ClNS

---

- Number 3 is which compound?
  C4H9N2

---

- What is the formula in the first record?
  C5H8ClNS